(1)
# C48H49BLaN14S4

A structure of composition C48H49BLaN14S4 at a distorted geometry (ωB97M-V/def2-TZVPD, the OMol25 dataset).

Structure (XYZ):
```
117
Properties=species:S:1:pos:R:3:forces:R:3
La -1.1320 -0.2660 -0.5589 0.5 0.9 0.5
N -2.4789 3.3942 -3.0886 -0.2 0.1 0.0
C -1.7737 2.6451 -2.2232 0.6 -0.4 -0.3
S -0.8973 1.3252 -2.9109 0.1 0.1 -0.5
N -1.8293 2.9892 -0.9534 -0.7 0.8 0.8
N -0.8422 2.4978 -0.1726 0.6 0.2 -0.1
C -0.6789 2.8799 1.0607 0.0 -0.2 -1.0
C -1.5895 3.4859 2.0182 -0.3 0.4 0.2
C -1.1651 3.6747 3.3415 0.0 0.1 -0.3
C -2.0678 4.0287 4.3217 -0.1 0.0 0.1
C -3.4116 4.1723 4.0136 0.1 0.1 0.0
C -3.8336 4.0417 2.7003 -0.1 0.0 0.1
C -2.9336 3.7149 1.7059 0.1 0.0 -0.1
C 0.6693 2.4760 1.5654 -0.2 -0.3 0.0
C 1.8047 3.2446 1.4305 0.1 -0.1 0.3
C 3.0179 2.7698 1.9194 -0.4 -0.1 0.1
C 3.0405 1.5264 2.5407 0.1 0.4 -0.1
C 1.8883 0.7804 2.6251 -0.3 -0.1 0.1
N 0.7259 1.2483 2.1347 1.6 1.1 0.2
H -2.3478 3.2296 -4.0713 -0.1 -0.1 0.0
H -2.8771 4.2674 -2.7882 0.0 0.0 0.1
H -0.1241 3.5356 3.6008 0.0 0.0 0.1
H -1.7272 4.1694 5.3351 0.0 0.0 0.1
H -4.1230 4.3987 4.7913 -0.1 0.1 0.1
H -4.8756 4.1782 2.4531 -0.1 0.0 0.0
H -3.2494 3.6165 0.6813 0.0 0.0 0.0
H 1.7307 4.2073 0.9480 0.0 0.0 0.0
H 3.9130 3.3648 1.8316 0.1 0.1 -0.1
H 3.9414 1.1284 2.9820 0.1 -0.1 0.0
H 1.8676 -0.1962 3.0821 -0.1 0.0 0.0
C -1.2072 -2.9321 2.5757 0.0 0.0 0.0
C -2.2684 -2.9847 1.5369 -0.2 -0.2 -0.1
C -3.4296 -3.7616 1.5759 0.1 0.2 -0.1
C -4.0310 -3.5598 0.3560 0.1 0.0 0.2
N -3.2791 -2.7076 -0.3542 -0.4 -0.2 0.1
N -2.1951 -2.3381 0.3705 0.1 -0.5 0.2
B -3.3833 -2.4601 -1.8769 0.3 0.0 0.3
N -3.5835 -0.9565 -2.1746 0.0 0.0 -0.1
C -4.0728 -0.4865 -3.3373 0.1 0.5 0.0
C -4.5803 0.7708 -3.1153 0.1 -0.4 0.0
C -4.3726 1.0102 -1.7499 -0.1 -0.3 -0.1
C -4.9223 2.1402 -0.9592 0.1 0.0 0.1
N -3.7347 -0.0229 -1.1951 -0.4 0.2 0.5
N -2.0373 -2.8675 -2.4898 -0.1 -0.3 -0.3
C -1.6988 -3.9461 -3.2028 0.3 0.0 -0.1
C -0.3761 -3.8167 -3.5690 0.0 0.1 0.1
C 0.0396 -2.6042 -3.0156 -0.1 -0.1 0.0
C 1.3698 -1.9418 -3.1133 -0.1 0.0 0.1
N -0.9749 -2.0425 -2.3526 0.4 -0.1 -0.3
N -4.5620 -3.2153 -2.4383 -0.5 0.2 -0.2
C -5.8337 -2.7546 -2.5636 -0.1 -0.1 0.0
C -6.6140 -3.7868 -3.0119 0.2 0.1 0.1
C -5.7340 -4.8804 -3.1213 -0.1 0.4 0.2
C -6.0797 -6.2589 -3.5540 0.2 -0.1 -0.1
N -4.5139 -4.5198 -2.7683 0.3 -0.7 0.0
H -0.9264 -3.9451 2.8614 0.1 -0.1 -0.1
H -1.5803 -2.4295 3.4665 0.1 0.0 0.0
H -0.3267 -2.4074 2.2058 0.0 0.0 0.1
H -3.7597 -4.3796 2.3853 -0.1 -0.2 0.1
H -4.9252 -3.9872 -0.0466 -0.2 -0.1 -0.2
H -4.0464 -1.0788 -4.2317 0.0 -0.1 -0.1
H -5.0420 1.4259 -3.8232 -0.2 0.1 -0.2
H -6.0086 2.0508 -0.9219 0.0 0.0 0.0
H -4.6828 3.0938 -1.4206 0.1 0.1 0.0
H -4.5405 2.1076 0.0551 0.0 0.1 0.1
H -2.4265 -4.7115 -3.3869 -0.1 -0.1 -0.1
H 0.2075 -4.4964 -4.1520 0.1 -0.2 -0.2
H 1.8317 -2.1698 -4.0713 0.0 0.0 -0.1
H 2.0303 -2.2934 -2.3184 0.0 0.0 0.0
H 1.2458 -0.8614 -3.0205 0.1 0.0 0.0
H -6.0975 -1.7453 -2.3184 0.0 0.2 0.0
H -7.6599 -3.7715 -3.2375 -0.2 0.0 0.0
H -7.1591 -6.3654 -3.6056 -0.1 -0.1 0.0
H -5.6849 -6.9943 -2.8580 0.0 -0.1 0.0
H -5.6617 -6.4672 -4.5365 0.0 -0.1 -0.1
S 1.7607 -1.7954 0.5332 -0.1 -0.2 -0.1
C 3.1800 -0.9821 0.2170 -0.3 -1.2 0.7
N 4.3542 -1.3389 0.7498 -0.4 0.3 -0.4
C 5.5249 -0.5539 0.4164 0.4 0.4 -0.5
C 5.4956 -0.2764 -1.0832 0.4 -0.3 0.3
N 4.2835 0.4542 -1.3813 -0.3 -0.3 0.4
C 4.2831 1.5065 -2.3809 -0.1 0.3 -0.3
C 4.3094 2.8852 -1.7550 0.0 0.0 -0.1
C 5.4019 3.2841 -0.9942 -0.1 0.0 0.0
C 5.4368 4.5451 -0.4245 0.1 0.0 0.1
C 4.3788 5.4198 -0.6106 0.0 0.1 0.1
C 3.2880 5.0293 -1.3696 0.0 0.0 0.0
C 3.2523 3.7677 -1.9400 0.1 0.0 0.0
C 3.1625 0.1561 -0.7155 -0.5 1.2 -0.9
S 1.7655 1.0304 -0.9668 0.3 -0.3 -0.1
C 4.4793 -2.4485 1.6823 -0.1 -0.3 0.3
C 4.2174 -1.9967 3.0987 0.0 -0.1 -0.1
C 5.1742 -1.2735 3.8013 0.0 0.0 0.0
C 4.8872 -0.7719 5.0593 0.1 0.1 0.0
C 3.6392 -0.9831 5.6209 -0.1 0.0 0.1
C 2.6989 -1.7440 4.9478 0.0 0.0 0.0
C 2.9887 -2.2525 3.6926 0.0 -0.1 0.1
H 6.4239 -1.1096 0.6848 -0.1 0.0 0.0
H 5.5209 0.3971 0.9661 0.1 -0.1 0.0
H 5.5068 -1.2271 -1.6340 0.1 0.1 0.0
H 6.3630 0.3107 -1.3887 -0.1 0.0 0.1
H 3.3714 1.4060 -2.9778 0.2 0.0 0.0
H 5.1541 1.3567 -3.0241 -0.1 0.0 0.1
H 6.2352 2.6106 -0.8462 0.1 0.0 0.0
H 6.2942 4.8444 0.1598 0.1 0.1 0.0
H 4.4118 6.4064 -0.1735 0.0 0.1 0.0
H 2.4608 5.7080 -1.5200 -0.1 0.1 0.0
H 2.3946 3.4644 -2.5221 -0.1 -0.1 -0.1
H 5.4875 -2.8551 1.5833 -0.1 0.0 0.0
H 3.7524 -3.2101 1.3924 0.2 0.0 0.0
H 6.1480 -1.0997 3.3666 0.2 0.0 -0.1
H 5.6364 -0.2129 5.5993 0.1 0.1 0.1
H 3.4025 -0.5602 6.5836 0.0 0.0 0.2
H 1.7333 -1.9335 5.3904 -0.1 0.0 0.1
H 2.2535 -2.8377 3.1624 -0.1 -0.1 -0.1
S -1.4466 0.2678 3.2248 0.4 0.2 -0.3
C -0.4167 0.4315 1.9791 -1.5 -1.1 0.2
```
Forces are in eV/Å.

E_tot in eV: -116310.0816
ΔE to the lowest compared entry with this formula, charge and spin in kJ/mol: 59.6
Spin multiplicity: 1
Gap between HOMO and LUMO in eV: 6.27
Charge: +1

***

(2)
# C9H9N3O2

A structure of composition C9H9N3O2 at a distorted geometry (ωB97M-V/def2-TZVPD, the OMol25 dataset).

Structure (XYZ):
```
23
Properties=species:S:1:pos:R:3:forces:R:3
C -0.5581 -1.0107 -0.5519 -1.1 3.7 1.1
C -1.4400 -1.8679 0.0661 -4.0 0.6 1.1
C -2.6226 -1.3825 0.5196 -1.1 0.3 2.4
C -2.1821 0.8466 -0.2614 0.2 4.6 -1.0
C 2.7986 -0.7234 0.1596 -0.7 -0.7 -0.6
C 2.5459 0.2240 1.1469 -2.0 2.1 4.0
C 1.6768 1.3895 0.9883 3.7 -2.3 1.5
C 1.3673 1.4583 -0.3514 -0.3 2.8 0.8
C 1.5060 0.5203 -1.2723 1.9 -2.6 -1.9
H -0.5441 0.9933 -1.2749 -0.1 0.0 0.1
H -1.2450 -2.8811 -0.0371 0.3 -1.7 0.3
H -3.3702 -1.9782 1.1546 1.1 0.8 -1.5
H -3.6510 0.5542 0.6835 -3.4 0.0 1.3
H 3.4021 -1.6416 0.3758 -0.6 1.0 -0.3
H 2.7501 0.1273 2.2911 0.6 -0.5 -2.3
H 1.6322 2.1025 1.9284 -0.4 -1.3 -2.7
H 0.8882 2.2615 -0.7922 -1.1 2.2 -0.2
H 0.8324 0.6095 -2.2097 2.0 -0.4 1.1
N -0.9480 0.4269 -0.5539 -0.3 -2.6 -1.6
N -2.8635 0.0143 0.5790 2.0 -1.3 -1.6
N 2.1004 -0.7031 -1.0096 6.1 4.3 -0.2
O 0.4892 -1.3728 -0.9439 -3.4 -4.4 -1.7
O -2.5647 2.0332 -0.6346 0.6 -4.6 1.7
```
Forces are in eV/Å.

E_tot in eV: -18038.5740
ΔE to the lowest compared entry with this formula, charge and spin in kJ/mol: 692.8
Spin multiplicity: 1
Gap between HOMO and LUMO in eV: 7.87
Charge: 0